# 1
The following is a quantum chemistry calculation of a cluster of 2 separate species, ClFHOPS in total at a distorted geometry, from the Open Molecules 2025 dataset.

Values from the calculation:
- LUMO: -1.39 eV
- Charge: 0
- Relative energy (zero: lowest compared OMol25 entry of this formula, charge and spin): 2.677 eV
- HOMO level: -10.79 eV

Geometry (Å):
Cl -0.930 -1.699 0.388
S -1.820 1.495 0.223
P -0.492 0.154 0.026
F 0.584 -0.095 -1.934
O 0.882 0.270 0.752
H 1.777 -0.125 0.546

***

# 2
The following is a quantum chemistry calculation of a structure of composition ClFe at a distorted geometry, from the Open Molecules 2025 dataset.

Values from the calculation:
- LUMO (spin up / spin down): -8.63 / -8.72 eV
- Charge: +1
- Relative energy (zero: lowest compared OMol25 entry of this formula, charge and spin): 0.000 eV
- Multiplicity: 5
- HOMO level (spin up / spin down): -15.85 / -15.71 eV

Geometry (Å):
Fe 0.866 0.190 -0.925
Cl -0.866 -0.190 0.925

***

# 3
The following is a quantum chemistry calculation of a structure of composition ClH10Na3O9, from the Open Molecules 2025 dataset.

Values from the calculation:
- LUMO: -7.14 eV
- Charge: +2
- HOMO level: -15.95 eV

Geometry (Å):
Cl -14.594 10.886 4.102
Na -11.841 11.034 7.155
Na -14.164 14.388 2.198
Na -14.406 8.485 1.186
O -14.196 10.985 5.481
O -13.586 12.532 8.159
O -15.685 7.884 5.862
O -14.544 9.062 8.489
O -15.954 10.467 3.997
O -13.748 9.875 3.451
O -14.429 12.180 3.457
O -18.755 10.305 2.789
O -11.025 10.304 4.968
H -15.117 8.552 5.472
H -10.386 10.511 4.279
H -15.079 9.119 7.685
H -18.112 10.853 3.247
H -14.416 12.044 8.079
H -13.631 9.021 8.198
H -13.846 13.458 8.216
H -18.393 10.154 1.912
H -16.584 8.176 5.672
H -11.808 9.970 4.502

***

# 4
The following is a quantum chemistry calculation of a cluster of 7 separate species, ClH12O10 in total, from the Open Molecules 2025 dataset.

Values from the calculation:
- LUMO: 3.04 eV
- Charge: -1
- Relative energy (zero: lowest compared OMol25 entry of this formula, charge and spin): 0.000 eV
- HOMO level: -7.30 eV

Geometry (Å):
Cl -1.003 0.045 0.033
O 1.049 -3.024 0.440
O -4.613 -0.503 0.933
O -1.770 0.586 1.144
O 0.287 0.340 3.527
O 0.919 3.540 -1.734
O 0.345 -0.262 0.506
O 1.076 -1.864 -2.271
O 2.692 0.923 -1.766
O -1.630 -1.166 -0.430
O -0.920 1.021 -1.024
H 1.991 -2.979 0.621
H 2.657 0.548 -0.878
H 1.124 -0.950 -1.965
H 0.335 1.081 2.914
H -0.450 -0.162 3.160
H -4.481 0.231 1.540
H 0.698 -2.156 0.705
H -3.703 -0.765 0.736
H 1.007 2.584 -1.607
H 0.043 3.733 -1.390
H 3.437 1.531 -1.755
H 0.911 -2.333 -1.440

***

# 5
The following is a quantum chemistry calculation of a structure of composition ClH14MgO7 at a distorted geometry, from the Open Molecules 2025 dataset.

Values from the calculation:
- LUMO (spin up / spin down): -10.89 / -14.04 eV
- Charge: +2
- Relative energy (zero: lowest compared OMol25 entry of this formula, charge and spin): 2.166 eV
- Multiplicity: 2
- HOMO level (spin up / spin down): -17.59 / -17.49 eV

Geometry (Å):
Cl 0.793 0.286 0.338
Mg 1.250 1.271 2.623
O -0.816 1.135 2.979
O 1.630 2.072 -2.267
O 3.383 -1.997 0.405
O 0.814 -1.065 -2.758
O -1.971 2.119 -0.840
O -1.606 -2.003 -0.906
O -2.636 -0.509 1.830
H 0.676 -0.835 -1.839
H -1.199 2.684 -0.864
H -1.342 0.652 2.341
H -1.848 -0.654 1.307
H -3.290 -1.093 1.446
H 1.494 -1.738 -2.738
H 2.738 -1.397 0.030
H -0.655 -1.954 -0.998
H -1.770 -2.883 -0.568
H 3.944 -1.440 0.944
H -1.645 1.281 -0.512
H 1.841 1.470 -1.554
H 1.666 2.941 -1.867
H -1.451 1.658 3.468

***

# 6
The following is a quantum chemistry calculation of a cluster of 8 separate species, ClH14O7 in total at a distorted geometry, from the Open Molecules 2025 dataset.

Values from the calculation:
- LUMO: 3.04 eV
- Charge: -1
- Relative energy (zero: lowest compared OMol25 entry of this formula, charge and spin): 0.527 eV
- HOMO level: -6.54 eV

Geometry (Å):
Cl -13.868 13.361 1.754
O -16.052 10.821 1.691
O -12.548 14.663 4.448
O -16.003 13.104 4.681
O -16.191 13.393 -0.492
O -16.454 15.922 2.645
O -12.110 10.123 2.186
O -12.031 14.156 -0.552
H -13.140 14.469 3.722
H -15.503 13.156 0.129
H -15.420 13.006 3.929
H -16.550 14.212 -0.151
H -12.348 10.965 1.798
H -15.823 15.502 2.061
H -16.965 11.094 1.599
H -12.886 9.575 2.063
H -12.130 13.826 4.648
H -12.327 13.658 0.210
H -15.552 11.636 1.649
H -16.858 12.814 4.361
H -12.763 14.111 -1.167
H -16.959 16.503 2.076